# 1
The following is a quantum chemistry calculation of a 2-piece molecular cluster, C7H13N3O overall, from OMol25.

```
24
Properties=species:S:1:pos:R:3:forces:R:3:mulliken_charge:R:1
C 0.85017 -2.58490 0.54555 -0.641 -0.004 -0.266 0.534
N -0.13899 -3.26847 -0.15192 -0.124 -0.499 -0.105 -0.440
H -0.52653 -0.11219 -1.85950 -0.396 -0.531 0.076 0.611
C -1.41815 2.40757 -0.16356 0.270 -0.471 0.012 0.661
H -0.50502 -4.06806 0.34533 -0.012 0.103 0.148 0.259
C -0.97789 0.54821 -1.14459 0.322 0.556 -0.137 -0.398
N -1.88149 0.27248 -0.17695 -0.211 -0.882 0.003 -0.054
O 1.00144 -2.76953 1.72947 0.233 0.125 0.106 -0.610
H -2.74173 1.56173 1.35092 -0.252 -0.388 -0.211 0.364
C -1.24472 3.83409 0.19366 0.524 0.556 0.297 -1.083
H -2.19509 -0.62982 0.13677 0.014 -0.071 -0.224 0.225
C -2.17246 1.44702 0.44152 0.041 1.054 0.827 -0.555
H 0.84691 -0.95410 -0.81180 0.094 0.333 0.413 -0.267
H -1.12223 4.46034 -0.68796 -0.254 -0.043 -0.137 0.303
H -2.04803 4.22796 0.81565 -0.121 -0.100 -0.130 0.316
H -0.31520 3.99246 0.76149 -0.171 -0.221 -0.059 0.237
H 2.39356 -0.56030 1.40529 -0.159 0.143 -0.017 0.298
C 1.57573 -1.57140 -0.29902 0.882 -0.516 -0.517 0.191
H 3.07644 0.03326 -0.07947 0.175 -0.216 -0.341 0.376
C 2.71998 -0.86720 0.40984 -0.624 -0.033 1.143 -1.337
N -0.66347 1.81164 -1.14411 0.021 0.641 -0.440 -0.602
H 2.02210 -2.14826 -1.11246 -0.021 -0.154 -0.228 0.398
H -0.03589 -3.46698 -1.13977 0.174 0.386 0.171 0.231
H 3.50056 -1.59554 0.63565 0.237 0.233 -0.381 0.342
```
Positions in Å, forces in eV/Å.

Output
E_LUMO	0.0245	hartree
HOMO	-8.59	eV
spin multiplicity	1
Kohn-Sham gap	9.26	eV
calculated total energy	-514.05312	Ha
net charge	0

***

# 2
The following is a quantum chemistry calculation of C56H65BFeN11O3S4 as an isolated structure, from OMol25.

```
141
Properties=species:S:1:pos:R:3:forces:R:3:mulliken_spin:R:1
N 4.08310 0.30450 -5.19900 0.249 -0.443 -0.003 0.000
C 3.40760 2.33100 3.97000 -0.320 0.461 0.157 -0.004
C 0.07130 3.65230 2.99800 -0.156 -0.126 -0.138 0.001
H 0.99570 -4.69220 -2.49420 0.129 -0.020 -0.044 0.001
C -2.63050 2.47760 -3.99750 0.021 -0.033 -0.027 0.000
H 6.69470 5.02140 -2.15840 0.044 0.120 -0.003 0.000
C -6.91820 -0.15350 -3.16650 -0.202 -0.155 0.012 0.000
N -4.83190 -0.64090 -2.02580 -0.539 -0.507 0.343 0.001
C -2.88100 0.60730 -2.36690 -0.282 -0.233 0.416 0.013
H 2.01140 2.29180 -0.13130 -0.042 0.069 0.094 0.012
C 6.86940 -1.35430 -0.39680 -0.116 -0.036 -0.081 0.000
H -4.21580 -5.07340 1.58470 0.045 -0.045 0.126 0.000
S 0.41570 -1.91610 -1.97370 0.819 0.146 -0.234 0.016
H 7.02160 1.35570 -1.91240 0.118 -0.050 0.137 0.000
H -6.81620 0.18000 -5.31560 0.041 0.098 -0.177 0.000
C -5.45050 0.10750 -2.91030 0.156 0.053 -0.033 -0.001
H 4.81890 4.55240 -3.68710 0.030 0.113 0.008 0.000
C -7.43510 -1.24470 -2.23170 0.082 0.135 -0.113 0.000
C -6.61360 0.65790 2.76160 0.177 0.071 -0.110 0.000
C 7.79220 -2.32760 -2.50740 0.038 -0.023 -0.002 0.000
N -3.11850 -3.12450 -0.79520 -0.480 0.356 0.248 0.004
C 3.50650 1.21240 3.14450 -0.446 -0.233 -0.452 0.009
H 1.14730 3.53420 -4.13760 -0.001 0.108 -0.111 -0.001
C 5.97480 3.06790 -2.65770 0.012 -0.029 -0.034 0.000
H 4.65680 -0.45850 -5.53350 -0.178 0.135 -0.082 0.000
C 6.64070 -1.98390 -1.61710 -0.080 -0.006 0.025 0.000
H -8.14380 -0.84850 -4.79540 -0.135 -0.026 -0.060 0.000
H -6.87340 -0.23160 2.19270 -0.076 -0.123 -0.049 0.000
N 0.32520 1.40180 1.36410 -0.192 -0.132 -0.551 0.029
H 7.45970 -2.54440 -3.51950 0.042 0.018 -0.104 0.000
S -1.32340 0.50800 -1.64940 -0.341 0.230 -0.296 -0.007
C 4.55590 -1.54660 0.14840 -0.341 -0.063 0.368 0.017
H -5.97070 3.34650 2.89460 -0.080 0.073 0.040 0.000
H -4.86690 -4.94380 -2.66600 -0.031 -0.038 -0.154 0.000
C 4.71100 1.24670 -4.36570 0.302 0.409 0.081 0.001
H -4.85170 2.43230 3.90110 0.036 0.012 0.156 0.000
H -6.24840 -5.12430 -1.57250 -0.113 -0.053 -0.010 0.000
N -3.57340 -0.38170 -1.78040 0.422 1.004 -0.963 0.000
C 1.24500 2.87320 3.06470 0.065 -0.265 -0.232 -0.003
H -1.96030 2.91260 -3.25870 0.057 0.155 0.021 0.000
C -1.76160 -5.04740 -0.94670 0.173 0.665 -0.101 0.011
C 5.83180 -1.14470 0.49120 0.031 0.085 0.113 -0.001
H -3.55770 -7.06890 0.13440 0.087 -0.102 0.095 0.000
C -4.88980 -4.76680 0.78730 0.073 -0.035 -0.145 0.000
H 8.52430 -1.52270 -2.52800 0.069 0.024 -0.083 0.000
H -4.28060 3.19470 2.41640 0.106 0.098 -0.039 0.000
H -5.31650 1.70970 -4.35270 -0.079 0.139 -0.118 0.000
H -1.84170 3.85890 2.05850 -0.054 0.042 -0.006 0.000
C -3.45650 1.42230 -3.35030 -0.573 -0.093 -0.121 0.001
O 2.59120 -0.21640 -6.81660 -0.132 -0.147 -0.251 0.000
C -5.47400 1.41700 2.07040 -0.228 0.154 -0.153 0.000
H -7.49020 1.29860 2.82380 -0.096 0.029 0.049 0.000
C 0.67630 -4.85240 -1.46600 0.128 -0.087 0.016 0.002
H -3.23790 3.25560 -4.44890 -0.056 0.048 -0.023 0.000
C 6.28210 1.71330 -2.61170 -0.020 0.111 -0.074 0.000
C -5.11730 2.67310 2.87560 -0.021 -0.185 -0.113 0.000
H -6.50020 -1.48680 -4.82740 0.061 -0.143 -0.069 0.000
H -8.76290 0.95720 -3.11270 -0.124 0.006 -0.002 0.000
C -3.58290 0.06290 3.13970 0.431 -0.220 -0.415 0.012
H 1.23790 4.06180 -1.69860 0.033 0.034 0.037 -0.001
H -0.61520 -0.78330 4.06870 0.074 -0.009 0.044 -0.001
H 3.76290 2.97520 -5.22180 -0.016 -0.021 0.011 0.000
C 1.32430 1.74090 2.20980 0.442 0.199 0.582 0.039
H 2.49060 -0.41750 -3.16050 -0.055 -0.101 -0.056 0.007
H -3.94930 0.31120 4.12230 -0.051 0.054 0.138 0.000
C 2.49990 0.91650 2.23300 0.499 0.738 0.975 -0.001
H 7.63720 3.69220 -1.47450 0.116 0.046 0.071 0.000
C 4.29300 -2.10430 -1.08940 -0.082 -0.059 -0.035 -0.003
H -6.93730 -2.18610 -2.43780 0.033 -0.167 0.020 0.000
C 2.86050 0.38800 -5.80600 -0.023 0.109 -0.077 0.000
H -5.85400 -5.24400 0.94310 -0.113 -0.047 0.040 0.000
O 3.77850 -1.83460 2.66040 0.325 -0.014 -0.133 0.006
H 0.68020 -5.91610 -1.24710 -0.019 -0.090 -0.002 0.000
O 2.21520 -2.38550 0.81080 0.295 -0.043 -0.248 0.054
N -3.85490 0.18660 0.79250 -0.379 0.265 -0.436 0.004
C 1.50960 3.08290 -2.06690 -0.049 -0.082 0.022 -0.011
H -6.81520 2.45030 0.73780 -0.088 0.060 0.012 0.000
C -5.92470 1.82960 0.66790 0.046 -0.075 0.222 0.000
H 4.21700 2.55070 4.64830 0.095 0.023 0.100 0.000
H -2.00750 2.02890 -4.77010 0.074 -0.021 -0.103 0.000
H -7.57250 1.51170 -1.92990 -0.030 0.065 0.156 0.000
C 5.05310 3.50040 -3.60350 0.062 -0.117 0.061 0.000
H -2.06950 -0.79320 5.09130 -0.067 0.022 0.054 0.000
C -7.10000 -0.60480 -4.62080 0.078 0.028 0.189 0.000
H -8.50300 -1.37780 -2.37590 -0.150 0.007 -0.048 0.000
N 1.94130 1.23330 -5.19500 -0.174 -0.025 -0.430 0.000
C -3.01680 -4.42200 -0.77740 0.298 -0.174 -0.060 -0.002
H 7.87460 -1.05900 -0.13720 0.126 0.026 0.089 0.000
C -1.98660 -0.96860 1.67090 -0.220 0.007 -0.601 0.044
C 1.87290 1.53120 -3.84430 -0.243 0.175 0.698 -0.009
C -7.70600 1.14410 -2.94370 0.145 -0.166 0.019 0.000
C 1.45520 2.79190 -3.41660 0.132 -0.409 0.112 0.002
S -0.52960 -1.79270 1.46190 0.040 -0.161 0.094 0.030
H -3.72110 -6.96230 -1.62640 0.033 -0.118 -0.103 0.000
H -1.64940 -6.10880 -0.81480 -0.019 -0.199 -0.018 0.001
C 4.43830 2.60910 -4.46110 0.158 -0.116 -0.137 0.000
C -5.26590 -4.67400 -1.68980 0.106 -0.025 0.144 0.000
C -0.92870 3.28810 2.13700 0.141 0.182 0.246 -0.001
H 3.28200 -2.39450 -1.33030 -0.093 -0.110 -0.095 -0.004
H -5.14120 2.39190 0.16480 0.048 0.071 -0.119 0.000
N -2.77110 -0.57640 0.62190 0.330 -0.287 1.507 0.016
H 8.29070 -3.21850 -2.12370 0.073 -0.030 -0.041 0.000
H -1.51900 1.86410 0.63320 -0.136 -0.033 -0.042 -0.001
H 5.93010 -0.23430 -3.41770 -0.063 -0.095 0.055 0.000
C -4.16760 -6.67740 -0.67610 0.069 0.289 0.020 0.000
H 6.00090 -0.70180 1.45840 0.141 0.042 0.185 0.000
H 1.38600 -4.34290 -0.81330 0.076 0.005 -0.010 -0.002
C 2.20510 0.58420 -2.87020 -0.143 0.223 -0.418 0.015
C -4.32210 -5.16030 -0.58150 -0.328 0.004 0.072 -0.002
H 1.20970 1.57550 -5.80090 0.105 -0.202 0.013 0.000
C -4.77900 1.14060 -3.61330 0.730 -0.042 0.357 0.001
C -4.26120 0.51900 1.97860 0.171 -0.076 0.095 -0.002
H -6.14380 0.94660 0.07390 -0.080 -0.035 -0.139 0.000
C -2.43880 -0.66470 2.99410 -0.575 0.309 0.173 -0.010
H -0.02540 4.52080 3.63440 0.000 0.079 0.034 0.000
H 4.36100 0.55900 3.21140 0.111 -0.026 -0.025 0.001
C -1.64120 -1.13720 4.15440 0.047 0.009 0.106 -0.003
H -1.60020 -2.22480 4.15190 0.082 -0.094 0.051 -0.001
C 5.33730 -2.32340 -1.96920 0.087 0.028 0.155 0.001
C 1.91670 2.09510 -1.18540 0.050 0.288 -0.024 0.037
B -2.46080 -0.90200 -0.82850 0.338 0.296 -0.101 -0.002
N 2.52760 -0.06830 1.31730 -0.050 -1.825 -1.378 0.069
H 6.06770 4.10450 -0.79250 -0.002 0.047 0.105 0.000
Fe 1.00730 -0.56190 -0.01010 0.289 0.338 0.567 3.561
C 6.63430 4.02930 -1.72050 -0.046 0.006 0.062 0.000
N -2.07130 -2.34920 -1.06070 1.001 -1.288 -0.456 -0.001
H 5.14510 -2.78900 -2.92610 -0.020 -0.054 -0.079 0.000
H -5.14970 -7.14110 -0.61110 -0.039 -0.037 0.009 0.000
H -6.33850 0.35340 3.76780 -0.005 -0.042 0.158 0.000
C -0.85590 -2.87050 -1.40060 -0.780 0.282 0.188 0.034
H 2.25480 4.04310 4.55400 0.040 0.043 0.092 0.000
C -0.67720 -4.27680 -1.26950 -0.498 -0.283 0.060 0.002
H -7.38990 1.92020 -3.63500 -0.020 0.159 -0.081 0.000
H -5.34990 -3.59200 -1.63820 -0.123 0.081 -0.041 0.000
H -5.01160 -3.68780 0.83370 -0.080 0.102 0.066 0.000
C 2.31810 3.16630 3.92670 0.188 -0.078 0.158 0.009
H -7.24950 -0.98960 -1.19310 -0.014 0.011 0.179 0.000
S 3.25490 -1.51340 1.36570 -0.521 0.836 0.354 -0.019
N 2.20190 0.85260 -1.57410 -0.298 -0.151 0.154 0.017
C 5.66360 0.81040 -3.45220 -0.179 0.053 -0.230 -0.001
C -0.75200 2.15120 1.33770 0.033 -0.131 -0.071 0.008
```
Positions in Å, forces in eV/Å.

Output
E_LUMO (spin up / spin down)	-0.1073 / -0.1073	hartree
HOMO (spin up / spin down)	-9.42 / -9.46	eV
spin multiplicity	5
Kohn-Sham gap (spin up / spin down)	6.50 / 6.54	eV
calculated total energy	-5882.29944	Ha
net charge	+1

***

# 3
The following is a quantum chemistry calculation of a 2-piece molecular cluster, C5H8FNO2 overall, from OMol25.

```
17
Properties=species:S:1:pos:R:3:forces:R:3:mulliken_charge:R:1
O -1.42432 1.36697 0.81720 -2.041 -0.460 0.970 -0.489
H 1.75682 1.37407 -1.26381 1.668 0.398 0.074 0.363
H -0.43044 -0.82824 3.24679 1.012 -0.235 -0.893 0.259
H 0.12348 0.03684 -3.56001 1.188 0.368 0.802 0.234
H -1.46606 1.91066 1.66575 1.234 -0.734 -1.745 0.363
C -0.13835 0.85334 -0.95905 -4.033 -2.991 0.653 -0.284
N -0.19781 1.40828 0.19889 -0.350 1.682 0.569 0.859
C 0.06640 -2.07697 1.47897 -0.859 0.824 0.044 0.092
H -1.57537 -2.06354 2.87742 0.405 -0.350 -0.957 0.223
C -0.62686 -1.63122 2.52279 -0.477 0.086 1.015 -0.650
C 1.01459 0.82140 -1.76018 -0.723 0.614 -0.030 -0.193
H 1.89526 0.71134 -3.60268 0.151 -0.413 -0.293 0.268
O 0.59948 2.13895 0.74651 2.008 0.899 0.961 -0.753
C 1.02795 0.44456 -3.02280 -0.726 -0.195 -1.279 -0.745
H -1.10523 0.25796 -1.06876 1.597 0.809 -0.660 0.370
H 0.97848 -1.71003 0.99913 -0.209 0.004 0.645 0.332
F -0.49801 -3.01438 0.68384 0.154 -0.306 0.124 -0.249
```
Positions in Å, forces in eV/Å.

Output
E_LUMO	0.0153	hartree
HOMO	-8.51	eV
spin multiplicity	1
Kohn-Sham gap	8.93	eV
calculated total energy	-500.21701	Ha
net charge	0

***

# 4
The following is a quantum chemistry calculation of an isolated ion of composition H4N2O2P and charge -1, from OMol25.

```
9
Properties=species:S:1:pos:R:3:forces:R:3:mulliken_charge:R:1
H 0.15897 -0.39104 -1.97381 -0.049 0.246 -1.172 0.199
H -1.33638 -0.13564 0.93614 -2.455 -0.686 -1.016 0.278
O 1.47815 1.11356 0.04351 0.404 0.865 0.639 -0.708
H -0.41924 0.91121 1.60355 -0.146 0.866 0.895 0.295
N -0.49329 -0.06477 1.39644 2.124 0.680 1.149 -0.723
O 1.51162 -1.68083 0.27974 -3.313 6.113 -0.650 -0.834
P 0.68046 -0.12013 0.17548 2.554 -7.234 -1.294 0.946
H -1.15203 0.57409 -1.26577 1.977 -1.293 -0.262 0.206
N -0.42825 -0.20647 -1.19529 -1.097 0.444 1.711 -0.659
```
Positions in Å, forces in eV/Å.

Output
E_LUMO	0.1598	hartree
HOMO	-3.79	eV
spin multiplicity	1
Kohn-Sham gap	8.14	eV
calculated total energy	-603.84837	Ha
net charge	-1